(1)
The following is a quantum chemistry calculation of a structure of composition C18H43B3ClNO12P2 in a non-equilibrium geometry, from the OMol25 dataset.

The geometry in ORCA input format:
```
! wB97M-V def2-TZVPD RIJCOSX def2/J DEFGRID3
* xyz 0 1
N 1.938 0.471 -0.261
C 1.371 1.806 -0.155
C 2.095 2.759 0.801
C 3.537 3.049 0.393
C 4.185 4.086 1.338
B 4.547 3.443 2.714
O 5.222 2.235 2.863
B 5.096 1.709 4.137
O 3.940 1.896 4.878
B 3.318 3.087 4.541
C 1.778 3.378 4.746
C 1.430 4.072 6.039
O 0.386 4.579 6.272
Cl 2.732 4.137 7.260
O 4.134 4.027 3.923
H 2.865 0.500 -0.658
H 1.962 -0.007 0.630
H 1.457 2.256 -1.147
H 0.313 1.771 0.098
H 2.039 2.427 1.847
H 1.569 3.721 0.763
H 4.131 2.133 0.371
H 3.537 3.476 -0.613
H 5.018 4.609 0.866
H 3.417 4.837 1.547
H 5.990 1.079 4.601
H 1.205 2.452 4.680
H 1.464 4.060 3.955
O -1.084 -2.977 1.799
P -0.332 -4.229 1.647
O 1.221 -4.014 1.954
C 1.627 -3.587 3.261
C 1.638 -4.728 4.261
O -0.230 -4.500 0.055
C -1.067 -3.810 -0.875
C -0.300 -2.698 -1.554
O -0.478 -5.768 2.046
C -1.783 -6.286 2.398
C -2.694 -6.389 1.192
H 0.978 -2.776 3.603
H 2.631 -3.181 3.148
H 0.628 -5.092 4.455
H 2.068 -4.399 5.207
H 2.218 -5.567 3.877
H -1.962 -3.423 -0.386
H -1.392 -4.550 -1.610
H 0.094 -1.991 -0.824
H -0.936 -2.156 -2.256
H 0.554 -3.104 -2.100
H -2.231 -5.655 3.169
H -1.613 -7.268 2.834
H -2.959 -5.401 0.811
H -3.616 -6.906 1.459
H -2.201 -6.930 0.386
O -1.575 1.660 -2.728
P -2.516 1.777 -3.849
O -3.258 3.192 -3.851
C -2.486 4.390 -4.011
C -2.108 4.640 -5.459
O -3.796 0.870 -3.445
C -3.721 -0.089 -2.389
C -4.379 0.442 -1.135
O -2.565 1.427 -5.404
C -1.610 0.480 -5.941
C -1.903 -0.936 -5.488
H -1.596 4.344 -3.379
H -3.111 5.202 -3.643
H -1.411 3.883 -5.822
H -1.634 5.616 -5.565
H -2.991 4.602 -6.097
H -2.687 -0.376 -2.193
H -4.247 -0.980 -2.739
H -3.906 1.370 -0.814
H -4.309 -0.285 -0.324
H -5.431 0.659 -1.322
H -0.598 0.776 -5.654
H -1.681 0.558 -7.024
H -1.730 -1.052 -4.416
H -1.259 -1.641 -6.012
H -2.945 -1.190 -5.681
*
```

* strongest force on any atom: 5.04 eV/A
* HOMO-LUMO gap: 9.4656 eV
* calculated total energy: -78564.7658 eV

These are the Löwdin partial charges, in e, on atoms 1 to 6: number 1, N, carries 0.0085; number 2, C, carries -0.2809; number 3, C, carries -0.2033; number 4, C, carries -0.2105; number 5, C, carries -0.0517; number 6, B, carries -0.5291

(2)
The following is a quantum chemistry calculation of an isolated molecule of C5H8O in a non-equilibrium geometry, from the OMol25 dataset.

The geometry in ORCA input format:
```
! wB97M-V def2-TZVPD RIJCOSX def2/J DEFGRID3
* xyz 0 1
C -1.759 -0.303 -0.315
C -1.266 1.110 -0.355
C -0.434 0.053 0.319
C 0.859 -0.453 -0.237
C 2.134 -0.414 0.515
O 1.368 -1.594 0.426
H -1.712 -0.872 -1.238
H -2.607 -0.550 0.324
H -1.748 1.834 0.295
H -0.939 1.514 -1.311
H -0.419 0.081 1.409
H 1.302 -0.122 -1.159
H 3.074 -0.523 -0.046
H 2.148 0.241 1.373
*
```

* strongest force on any atom: 2.44 eV/A
* HOMO-LUMO gap: 10.8187 eV
* SMILES: C1CC1[C@H]1CO1
* energy relative to the best compared isomer or geometry (same formula, charge and spin): 291.6 kJ/mol
* calculated total energy: -7359.2329 eV

These are the Löwdin partial charges, in e, on atoms 1 to 6: number 1, C, carries -0.1117; number 2, C, carries -0.1208; number 3, C, carries -0.2434; number 4, C, carries -0.2872; number 5, C, carries -0.1425; number 6, O, carries -0.0125

(3)
The following is a quantum chemistry calculation of the ion C10H13IN3O with charge +1 in a non-equilibrium geometry, from the OMol25 dataset.

The geometry in ORCA input format:
```
! wB97M-V def2-TZVPD RIJCOSX def2/J DEFGRID3
* xyz 1 3
C 2.023 0.825 -0.011
C 2.818 0.139 -0.967
C 0.645 0.556 -0.115
C 0.177 -0.369 -1.018
C -0.428 1.084 0.611
C 1.055 -1.134 -1.808
C -0.676 1.070 3.042
C -2.836 1.052 0.485
C 1.250 -3.310 -2.709
C -0.277 1.907 1.874
N 2.327 -0.908 -1.628
N -1.419 -0.258 -0.869
N -1.595 0.603 0.085
O 0.517 -2.062 -2.626
I -2.464 -2.046 -1.074
H 2.414 1.636 0.643
H 3.878 0.216 -1.058
H -0.087 0.194 3.146
H -1.831 1.095 2.999
H -0.450 1.546 4.006
H -3.557 0.274 0.718
H -2.695 1.804 1.353
H -3.379 1.609 -0.372
H 0.796 -3.854 -3.595
H 1.373 -3.811 -1.768
H 2.298 -3.087 -3.083
H 0.766 2.240 1.991
H -0.643 2.990 1.746
*
```

* strongest force on any atom: 5.60 eV/A
* HOMO-LUMO gap (spin up / spin down): 6.4913 / 5.4885 eV
* calculated total energy: -25187.1697 eV

These are the Löwdin partial charges, in e, on atoms 1 to 6: number 1, C, carries 0.0544; number 2, C, carries -0.0571; number 3, C, carries -0.1448; number 4, C, carries -0.0237; number 5, C, carries -0.0912; number 6, C, carries -0.3268

(4)
The following is a quantum chemistry calculation of a cluster of 2 separate species, C2H4N2OS in total in a non-equilibrium geometry, from the OMol25 dataset.

The geometry in ORCA input format:
```
! wB97M-V def2-TZVPD RIJCOSX def2/J DEFGRID3
* xyz 0 1
C -0.836 -0.828 1.437
C -0.022 0.234 -1.671
N -0.402 0.410 1.658
N -1.327 -1.837 1.334
O 2.093 0.107 -0.195
S 1.211 -0.683 -1.110
H -0.609 0.025 -2.449
H 0.002 1.288 -1.495
H -0.665 1.005 0.846
H 0.554 0.279 1.643
*
```

* strongest force on any atom: 4.39 eV/A
* HOMO-LUMO gap: 9.3929 eV
* energy relative to the best compared isomer or geometry (same formula, charge and spin): 336.0 kJ/mol
* calculated total energy: -17999.1772 eV

These are the Löwdin partial charges, in e, on atoms 1 to 6: number 1, C, carries -0.4540; number 2, C, carries -0.2806; number 3, N, carries 0.1132; number 4, N, carries 0.1415; number 5, O, carries -0.5724; number 6, S, carries 0.9078

(5)
The following is a quantum chemistry calculation of an isolated molecule of C14H28N4O3S in a non-equilibrium geometry, from the OMol25 dataset.

The geometry in ORCA input format:
```
! wB97M-V def2-TZVPD RIJCOSX def2/J DEFGRID3
* xyz 0 1
C -3.569 -2.111 -2.113
N -2.320 -1.407 -1.653
C -2.303 -0.179 -1.121
O -3.306 0.338 -0.733
C -0.904 0.420 -0.803
C -0.616 1.883 -1.334
C -0.544 1.986 -2.927
C 0.657 1.464 -3.774
C 1.430 0.205 -3.426
N 0.731 -1.033 -3.795
N -0.785 0.450 0.589
C 0.374 0.211 1.229
O 1.425 -0.205 0.650
C 0.528 0.705 2.737
C 1.696 1.576 3.073
C 3.135 1.039 2.641
S 4.595 2.202 2.631
C 3.978 3.630 1.711
N -0.712 1.253 3.253
C -1.797 0.621 3.548
C -3.189 1.230 3.726
O -1.789 -0.596 3.594
H -4.333 -2.137 -1.389
H -3.920 -1.470 -2.885
H -3.282 -3.121 -2.481
H -1.444 -1.897 -1.842
H -0.111 -0.225 -1.151
H 0.359 2.225 -0.963
H -1.457 2.466 -0.850
H -0.750 3.089 -3.105
H -1.401 1.439 -3.250
H 1.467 2.213 -3.834
H 0.416 1.352 -4.847
H 2.334 0.044 -4.014
H 1.482 0.079 -2.310
H 1.067 -1.793 -3.164
H 1.185 -1.071 -4.687
H -1.642 0.748 1.089
H 0.647 -0.242 3.253
H 1.533 2.546 2.693
H 1.895 1.559 4.113
H 3.001 0.757 1.559
H 3.393 0.198 3.217
H 4.318 3.543 0.643
H 2.908 3.775 1.863
H 4.444 4.529 2.032
H -0.742 2.223 3.156
H -3.764 1.207 2.796
H -3.132 2.192 4.362
H -3.738 0.490 4.303
*
```

* strongest force on any atom: 4.63 eV/A
* HOMO-LUMO gap: 8.8876 eV
* SMILES: CNC(=O)[C@@H](CCCCN)NC(=O)[C@@H](CCSC)NC(C)=O
* energy relative to the best compared isomer or geometry (same formula, charge and spin): 267.6 kJ/mol
* calculated total energy: -37909.0579 eV

These are the Löwdin partial charges, in e, on atoms 1 to 6: number 1, C, carries -0.0225; number 2, N, carries 0.0394; number 3, C, carries -0.4900; number 4, O, carries 0.0843; number 5, C, carries -0.2538; number 6, C, carries -0.0960

(6)
The following is a quantum chemistry calculation of a structure of composition C5H10N2O in a non-equilibrium geometry, from the OMol25 dataset.

The geometry in ORCA input format:
```
! wB97M-V def2-TZVPD RIJCOSX def2/J DEFGRID3
* xyz 0 1
C 0.402 -1.856 -0.843
C 0.229 -0.745 0.042
C -0.085 -0.902 1.352
C -0.096 0.679 -0.527
C 1.196 1.299 -1.171
H -0.404 -1.747 -1.671
H 1.424 -1.850 -1.639
H 0.328 -2.942 -0.495
H 0.087 -2.025 1.485
H -0.551 0.819 2.106
H -0.995 -0.242 3.069
H 1.967 1.132 -0.484
H 1.080 2.281 -1.289
H 1.312 0.989 -2.302
H -2.669 2.129 -0.261
N -0.131 -0.058 2.367
N -1.061 1.531 -0.304
O -2.035 1.507 0.566
*
```

* strongest force on any atom: 7.10 eV/A
* HOMO-LUMO gap: 8.3878 eV
* energy relative to the best compared isomer or geometry (same formula, charge and spin): 666.2 kJ/mol
* calculated total energy: -10368.4005 eV

These are the Löwdin partial charges, in e, on atoms 1 to 6: number 1, C, carries -0.1384; number 2, C, carries -0.3142; number 3, C, carries -0.2457; number 4, C, carries -0.2254; number 5, C, carries -0.0292; number 6, H, carries 0.0932